1.
{
  "formula": "H32O16",
  "method": "the ωB97M-V functional and the def2-TZVPD basis",
  "relative_energy_kj_mol": 388.90,
  "molar_mass_g_mol": 288.2,
  "multiplicity": 1,
  "energy_ha": -1223.0506,
  "homo_lumo_gap_ev": 9.33,
  "homo_ev": -9.23,
  "symbols": ["O", "O", "O", "O", "O", "O", "O", "O", "O", "O", "O", "O", "O", "O", "O", "O", "H", "H", "H", "H", "H", "H", "H", "H", "H", "H", "H", "H", "H", "H", "H", "H", "H", "H", "H", "H", "H", "H", "H", "H", "H", "H", "H", "H", "H", "H", "H", "H"],
  "coordinates": [[-6.972, 12.171, -5.513], [-11.277, 15.455, -7.692], [-11.930, 15.713, -4.944], [-8.640, 12.401, -3.411], [-11.160, 14.050, -2.925], [-6.436, 14.387, -3.678], [-8.855, 14.303, -5.781], [-8.809, 11.363, -7.608], [-9.595, 16.259, -9.606], [-8.340, 17.187, -6.784], [-6.078, 13.327, -7.782], [-9.644, 10.116, -5.018], [-9.000, 16.417, -3.926], [-8.583, 13.970, -8.550], [-6.197, 15.580, -6.386], [-11.100, 12.420, -5.251], [-10.466, 9.680, -4.779], [-7.636, 13.706, -8.508], [-11.474, 12.858, -4.444], [-11.683, 15.395, -5.829], [-5.490, 16.232, -6.444], [-6.060, 14.909, -7.066], [-11.793, 12.639, -5.877], [-7.748, 12.245, -4.971], [-7.643, 16.523, -6.632], [-11.120, 14.713, -3.565], [-7.909, 17.961, -7.202], [-8.932, 15.798, -4.673], [-8.662, 14.381, -6.692], [-8.970, 15.575, -9.358], [-9.042, 13.085, -2.896], [-12.882, 15.884, -4.916], [-6.404, 11.538, -5.033], [-6.991, 13.622, -3.637], [-8.454, 10.770, -8.247], [-9.910, 11.029, -5.165], [-9.550, 13.651, -5.716], [-6.479, 14.657, -4.595], [-10.766, 15.932, -8.372], [-9.150, 13.278, -8.242], [-12.196, 15.679, -7.805], [-8.431, 11.810, -2.680], [-11.992, 14.115, -2.480], [-10.160, 15.882, -10.314], [-8.115, 11.611, -7.017], [-5.605, 12.472, -8.038], [-8.580, 17.260, -4.259], [-6.510, 13.046, -6.968]],
  "atomic_forces_ev_per_a": [[1.44, -1.08, -0.69], [-0.31, -0.67, 0.50], [-0.44, -0.15, 0.27], [0.41, -0.73, 0.56], [0.75, -2.79, 1.65], [0.92, 0.51, 0.53], [0.20, -0.09, 1.88], [-1.56, 0.62, -0.28], [-1.12, 0.69, -1.11], [0.14, 0.87, -0.37], [1.30, -2.07, -1.28], [0.31, -0.63, 0.17], [0.64, 1.40, -0.27], [1.09, 1.48, -0.63], [-0.01, 0.32, 0.31], [-0.95, 0.86, 0.69], [0.03, 0.00, 0.00], [-0.84, -0.34, -0.02], [0.99, -0.34, -0.10], [0.11, 0.45, -0.14], [0.04, -0.23, -0.05], [0.50, 0.10, -0.15], [0.04, -0.20, -0.68], [-1.00, 0.38, 0.81], [0.01, 0.33, -0.07], [-0.09, 2.45, -1.81], [-0.36, -0.86, 0.35], [0.03, 0.21, 0.08], [0.12, 0.45, -1.88], [0.14, -0.70, 0.25], [-0.88, 1.53, -0.04], [0.39, -0.09, -0.26], [-0.33, 0.45, -0.43], [-0.59, -0.52, 0.09], [0.45, -0.72, -0.62], [-0.23, 0.11, -0.02], [-0.66, -0.36, 0.13], [-0.07, 0.25, -0.34], [0.38, 0.19, 0.06], [-0.21, -1.17, 0.09], [-0.35, 0.25, -0.34], [0.22, -0.72, -0.34], [-0.63, 0.31, 0.36], [0.80, 0.20, 0.52], [0.98, -0.08, 0.92], [-0.73, 1.93, 0.25], [-0.82, -1.57, 0.38], [-0.24, -0.23, 1.05]]
}

---

2.
{
  "formula": "CH10N6",
  "method": "the ωB97M-V functional and the def2-TZVPD basis",
  "relative_energy_kj_mol": 407.64,
  "molar_mass_g_mol": 106.1,
  "charge": 2,
  "multiplicity": 1,
  "energy_ha": -371.8198,
  "homo_lumo_gap_ev": [7.32, 7.49],
  "homo_ev": [-15.79, -15.79],
  "symbols": ["N", "N", "N", "N", "N", "N", "C", "H", "H", "H", "H", "H", "H", "H", "H", "H", "H"],
  "coordinates": [[-4.784, 0.346, -0.542], [8.816, -1.099, -0.453], [8.828, 1.650, 0.376], [-4.643, 2.522, -0.085], [-4.636, 1.289, 0.234], [-4.776, -2.021, 0.537], [8.448, 0.042, -0.164], [9.597, -1.573, 0.025], [8.368, -1.625, -1.209], [-4.763, -1.922, 1.553], [-5.611, -2.541, 0.265], [-4.522, 3.198, 0.658], [-4.786, -0.983, 0.054], [8.140, 1.863, 1.095], [-3.948, -2.540, 0.240], [-4.935, 0.536, -1.544], [-4.794, 2.858, -1.039]],
  "atomic_forces_ev_per_a": [[-0.24, -0.86, -1.27], [0.73, -1.17, 0.02], [-0.54, -6.47, -2.85], [-0.13, 0.94, -1.03], [0.30, 0.08, 2.00], [-0.02, -0.24, 0.15], [0.76, 7.90, 2.28], [-0.07, 0.10, -0.05], [-0.10, -0.01, 0.03], [0.00, -0.10, -0.08], [0.12, 0.01, 0.08], [-0.03, -0.28, -0.06], [0.03, 0.17, -0.15], [-0.70, -0.35, 0.56], [-0.15, 0.02, 0.10], [0.02, 0.44, 0.10], [0.02, -0.19, 0.18]]
}

---

3.
{
  "formula": "C25H27N7O8STi",
  "method": "the ωB97M-V functional and the def2-TZVPD basis",
  "relative_energy_kj_mol": 25.51,
  "molar_mass_g_mol": 633.5,
  "charge": -2,
  "multiplicity": 3,
  "energy_ha": -3201.9086,
  "homo_lumo_gap_ev": [4.29, 7.71],
  "s2": 2.026,
  "homo_ev": [0.20, -3.22],
  "symbols": ["Ti", "S", "O", "O", "O", "O", "O", "O", "O", "O", "N", "N", "N", "N", "N", "N", "N", "C", "C", "C", "C", "C", "C", "C", "C", "C", "C", "C", "C", "C", "C", "C", "C", "C", "C", "C", "C", "C", "C", "C", "C", "C", "H", "H", "H", "H", "H", "H", "H", "H", "H", "H", "H", "H", "H", "H", "H", "H", "H", "H", "H", "H", "H", "H", "H", "H", "H", "H", "H"],
  "coordinates": [[-0.568, -0.516, -0.641], [1.070, 1.636, 1.795], [1.854, 2.349, -2.306], [0.022, -0.634, -2.591], [-0.591, -1.068, -4.713], [1.685, 0.436, 2.294], [2.579, 1.441, -4.215], [-4.048, -1.437, 1.419], [1.926, 2.786, 1.612], [-1.951, -0.812, 0.893], [-1.377, 1.456, -1.015], [3.154, 0.297, -0.831], [3.234, 0.539, -2.219], [-3.290, 3.177, 5.556], [-2.104, -1.432, -1.536], [-0.698, 3.417, 0.156], [0.259, 1.240, 0.459], [-0.595, 2.114, -0.121], [3.522, -2.580, 2.155], [-2.260, 2.824, 4.658], [1.795, -2.682, 0.428], [-4.467, -1.973, -2.898], [-2.125, -1.439, -2.913], [-0.812, -1.030, -3.501], [-1.217, 3.710, 4.399], [-0.200, 3.354, 3.526], [2.590, 0.154, -4.844], [-2.404, 3.509, -1.526], [-1.600, 4.083, -0.555], [-3.122, -1.280, 0.623], [-0.211, 2.106, 2.930], [2.482, 1.477, -2.853], [-3.279, -1.589, -0.843], [-2.263, 1.573, 4.045], [-1.241, 1.210, 3.184], [4.030, -3.570, -0.086], [0.856, -2.026, 0.005], [2.949, -3.401, 0.991], [-2.254, 2.142, -1.718], [2.512, -4.781, 1.499], [-3.278, -1.715, -3.600], [-4.448, -1.870, -1.487], [3.652, -4.171, -0.916], [-1.278, 0.252, 2.674], [-1.213, 4.687, 4.871], [3.980, 0.080, -2.706], [-3.120, 4.086, -2.091], [-4.136, 2.650, 5.393], [4.915, -4.063, 0.333], [-3.081, 0.881, 4.216], [-3.242, -1.708, -4.683], [-3.491, 4.166, 5.548], [3.574, -0.324, -4.781], [-2.850, 1.577, -2.427], [3.360, -5.311, 1.947], [1.727, -4.675, 2.250], [-5.387, -2.189, -3.426], [4.384, -3.096, 2.595], [3.830, -1.595, 1.805], [1.821, -0.491, -4.420], [2.325, -0.281, -0.718], [2.763, -2.426, 2.923], [4.319, -2.592, -0.473], [2.116, -5.383, 0.678], [0.597, 4.044, 3.281], [-1.684, 5.144, -0.334], [-5.346, -1.981, -0.893], [2.360, 0.334, -5.892], [2.989, 1.187, -0.365]],
  "atomic_forces_ev_per_a": [[0.42, -1.10, 0.41], [0.08, 0.11, 0.07], [-0.11, -0.12, 0.02], [-0.06, 0.12, -0.33], [0.05, -0.02, -0.06], [-0.05, -0.01, -0.06], [0.00, -0.07, -0.04], [0.00, -0.03, 0.05], [-0.06, -0.06, -0.02], [-0.20, 0.01, -0.04], [-0.03, 0.42, -0.04], [0.04, 0.07, -0.57], [-0.04, 0.14, 0.04], [0.01, 0.00, 0.01], [-0.09, 0.25, -0.07], [-0.03, -0.03, -0.01], [0.15, 0.11, 0.19], [-0.06, 0.14, -0.03], [0.00, 0.00, 0.00], [0.02, 0.00, -0.02], [-0.09, -0.01, -0.07], [-0.04, -0.01, -0.06], [-0.05, -0.03, -0.03], [-0.07, -0.02, 0.06], [-0.03, -0.01, 0.02], [0.02, 0.03, -0.01], [-0.01, 0.00, 0.04], [-0.05, 0.00, -0.04], [0.02, -0.01, 0.00], [-0.06, 0.03, -0.08], [0.04, -0.01, 0.01], [0.23, 0.15, 0.03], [-0.05, 0.04, -0.11], [0.00, -0.02, 0.00], [0.00, -0.06, -0.01], [-0.01, 0.00, 0.01], [0.20, 0.18, 0.16], [0.01, 0.00, -0.01], [0.02, 0.01, 0.04], [-0.01, 0.01, 0.00], [0.02, -0.05, -0.06], [-0.05, -0.05, 0.07], [0.00, 0.02, 0.01], [-0.01, 0.05, 0.02], [0.00, 0.00, 0.00], [-0.10, -0.10, 0.00], [0.01, 0.01, 0.00], [-0.01, -0.01, -0.01], [-0.01, 0.00, -0.01], [0.01, 0.01, -0.01], [0.02, 0.00, 0.01], [0.00, 0.01, 0.00], [0.01, 0.04, 0.01], [-0.01, 0.00, -0.02], [0.00, 0.00, -0.01], [0.02, -0.01, -0.01], [0.00, 0.00, 0.00], [-0.01, 0.01, 0.00], [0.00, 0.01, 0.00], [-0.02, 0.02, 0.01], [0.08, -0.15, 0.53], [0.01, -0.01, -0.01], [0.01, 0.00, 0.00], [0.00, 0.01, 0.01], [-0.01, -0.02, 0.00], [0.00, 0.00, 0.01], [0.01, 0.00, 0.01], [-0.01, 0.02, 0.00], [-0.03, -0.02, -0.04]]
}

---

What did the second record say?
{
  "formula": "CH10N6",
  "method": "the ωB97M-V functional and the def2-TZVPD basis",
  "relative_energy_kj_mol": 407.64,
  "molar_mass_g_mol": 106.1,
  "charge": 2,
  "multiplicity": 1,
  "energy_ha": -371.8198,
  "homo_lumo_gap_ev": [7.32, 7.49],
  "homo_ev": [-15.79, -15.79],
  "symbols": ["N", "N", "N", "N", "N", "N", "C", "H", "H", "H", "H", "H", "H", "H", "H", "H", "H"],
  "coordinates": [[-4.784, 0.346, -0.542], [8.816, -1.099, -0.453], [8.828, 1.650, 0.376], [-4.643, 2.522, -0.085], [-4.636, 1.289, 0.234], [-4.776, -2.021, 0.537], [8.448, 0.042, -0.164], [9.597, -1.573, 0.025], [8.368, -1.625, -1.209], [-4.763, -1.922, 1.553], [-5.611, -2.541, 0.265], [-4.522, 3.198, 0.658], [-4.786, -0.983, 0.054], [8.140, 1.863, 1.095], [-3.948, -2.540, 0.240], [-4.935, 0.536, -1.544], [-4.794, 2.858, -1.039]],
  "atomic_forces_ev_per_a": [[-0.24, -0.86, -1.27], [0.73, -1.17, 0.02], [-0.54, -6.47, -2.85], [-0.13, 0.94, -1.03], [0.30, 0.08, 2.00], [-0.02, -0.24, 0.15], [0.76, 7.90, 2.28], [-0.07, 0.10, -0.05], [-0.10, -0.01, 0.03], [0.00, -0.10, -0.08], [0.12, 0.01, 0.08], [-0.03, -0.28, -0.06], [0.03, 0.17, -0.15], [-0.70, -0.35, 0.56], [-0.15, 0.02, 0.10], [0.02, 0.44, 0.10], [0.02, -0.19, 0.18]]
}